Record 1
{
  "formula": "C2H5ClNP",
  "method": "ωB97M-V with the def2-TZVPD basis set",
  "species": ["C", "C", "N", "P", "Cl", "H", "H", "H", "H", "H"],
  "xyz": [[-1.165, 0.047, 0.576], [-0.327, -0.137, -0.699], [1.120, -0.036, -0.542], [2.070, -0.150, 0.639], [3.721, 0.589, -0.196], [-0.935, -0.445, 1.481], [-1.143, 1.059, 0.987], [-2.129, -0.246, 0.304], [-0.561, 0.562, -1.494], [-0.651, -1.242, -1.056]],
  "atomic_forces_ev_per_a": [[0.87, 1.76, -0.51], [0.24, -2.90, 0.61], [-1.43, -0.13, -0.51], [-0.71, -0.29, 0.60], [1.63, 0.38, -0.26], [0.93, -1.63, 0.53], [-0.27, 0.48, -0.71], [-1.86, -0.08, -0.14], [-0.55, 0.00, 0.06], [1.15, 2.40, 0.33]],
  "largest_force_ev_per_a": 3.0,
  "charge": 0,
  "relative_energy_kj_mol": 0.0,
  "e_lumo_ha": -0.00455,
  "e_homo_ev": -9.3
}



Record 2
{
  "formula": "C2H5ClO2S",
  "method": "ωB97M-V with the def2-TZVPD basis set",
  "species": ["C", "C", "O", "O", "S", "Cl", "H", "H", "H", "H", "H"],
  "xyz": [[-0.111, -1.150, -1.458], [0.939, 0.066, 0.810], [-1.668, -0.063, 1.080], [-0.638, 1.527, -0.461], [-0.582, 0.747, 0.730], [-0.392, 2.298, 2.159], [0.050, -2.162, -1.284], [-1.154, -0.620, -1.408], [0.587, -0.681, -2.056], [1.537, 0.655, 0.256], [1.434, -0.617, 1.633]],
  "atomic_forces_ev_per_a": [[-2.90, 2.30, 1.44], [-0.08, -4.17, 2.24], [-1.08, -1.13, 0.99], [-0.04, 0.15, -0.48], [0.01, 2.36, -0.13], [-0.08, -0.66, 0.06], [-0.12, -1.60, 0.54], [2.26, -1.56, -0.03], [1.36, 1.04, -1.12], [2.36, 1.77, -1.75], [-1.70, 1.49, -1.75]],
  "largest_force_ev_per_a": 4.7,
  "charge": 0,
  "relative_energy_kj_mol": 362.8,
  "e_lumo_ha": [-0.07280, -0.02925],
  "e_homo_ev": [-9.7, -10.3]
}



Record 3
{
  "formula": "C2H5ClO3",
  "method": "ωB97M-V with the def2-TZVPD basis set",
  "species": ["C", "C", "O", "O", "O", "Cl", "H", "H", "H", "H", "H"],
  "xyz": [[-0.630, 0.430, -0.435], [-0.030, -0.394, 0.725], [0.302, 0.465, 1.686], [1.290, -1.330, 0.344], [-1.103, -1.296, 0.977], [-0.997, -1.979, 2.572], [-1.574, 1.017, -0.039], [0.147, 1.216, -0.722], [-0.942, -0.194, -1.392], [0.395, 0.154, 2.646], [1.659, -0.969, -0.502]],
  "atomic_forces_ev_per_a": [[-0.41, 0.88, -1.50], [0.90, -1.92, -1.83], [0.37, 0.35, 2.34], [-2.65, 2.42, -0.12], [0.98, -0.25, 1.65], [-0.04, 0.26, -1.09], [1.97, -1.37, -0.70], [-1.06, -1.06, 0.21], [0.79, 1.15, 2.23], [-0.20, -0.16, -2.30], [-0.64, -0.30, 1.10]],
  "largest_force_ev_per_a": 3.6,
  "charge": 0,
  "relative_energy_kj_mol": 256.7,
  "e_lumo_ha": -0.00993,
  "e_homo_ev": -10.6
}



Record 4
{
  "formula": "C2H5ClOS",
  "method": "ωB97M-V with the def2-TZVPD basis set",
  "species": ["C", "C", "O", "S", "Cl", "H", "H", "H", "H", "H"],
  "xyz": [[0.396, -0.490, 0.431], [-0.665, 0.236, -0.359], [-3.541, 0.459, 0.186], [-2.265, 0.561, 0.820], [-1.831, 2.749, 0.850], [0.449, -1.540, 0.132], [1.437, -0.033, 0.127], [0.037, -0.357, 1.409], [-1.045, -0.447, -1.153], [-0.453, 1.264, -0.603]],
  "atomic_forces_ev_per_a": [[1.71, 0.87, -2.36], [-2.23, -0.78, -0.29], [-0.94, -0.49, -1.11], [2.65, 1.22, 0.41], [-0.13, -1.07, 0.18], [-0.18, 0.11, 0.38], [-1.95, -0.74, 1.31], [0.86, -0.16, 2.00], [0.01, 1.16, 0.14], [0.21, -0.10, -0.66]],
  "largest_force_ev_per_a": 3.0,
  "charge": 0,
  "relative_energy_kj_mol": 112.4,
  "e_lumo_ha": -0.01878,
  "e_homo_ev": -9.9
}



Record 5
{
  "formula": "C2H5CrO2",
  "method": "ωB97M-V with the def2-TZVPD basis set",
  "species": ["O", "Cr", "C", "O", "C", "H", "H", "H", "H", "H"],
  "xyz": [[-2.295, 0.346, 1.411], [-2.531, 1.800, 0.455], [1.731, -0.652, -0.097], [0.959, -0.088, -1.179], [-0.177, 0.440, -0.921], [2.691, -0.127, -0.075], [1.185, -0.539, 0.847], [1.888, -1.711, -0.330], [-0.529, 0.839, -1.899], [-2.922, -0.308, 1.788]],
  "atomic_forces_ev_per_a": [[-0.84, -0.80, 0.89], [1.03, -0.69, -0.31], [0.30, -0.37, 0.58], [-0.91, 0.28, 0.23], [-0.10, 1.15, -0.59], [-0.30, -0.13, -0.04], [0.13, 0.03, -0.29], [-0.04, 0.32, 0.01], [0.28, -0.48, -0.09], [0.44, 0.69, -0.39]],
  "largest_force_ev_per_a": 1.5,
  "charge": 1,
  "multiplicity": 5,
  "e_lumo_ha": [-0.22907, -0.21713],
  "e_homo_ev": [-13.0, -13.1]
}



Record 6
{
  "formula": "C2H5F2N3",
  "method": "ωB97M-V with the def2-TZVPD basis set",
  "species": ["N", "C", "N", "N", "C", "F", "F", "H", "H", "H", "H", "H"],
  "xyz": [[-1.861, -0.644, 0.275], [-0.706, -0.119, -0.200], [-0.623, 1.125, -0.657], [0.457, -1.158, 0.200], [1.660, -0.553, 0.121], [1.711, 0.555, 1.029], [2.039, 0.132, -1.097], [-1.612, -1.545, 0.531], [-2.633, -0.083, 0.558], [0.315, 1.480, -0.798], [-1.217, 1.918, -0.345], [2.470, -1.110, 0.383]],
  "atomic_forces_ev_per_a": [[1.71, 2.13, -2.09], [2.59, -3.28, 3.37], [0.46, 1.37, 0.15], [-3.99, 3.21, -2.91], [-1.64, 3.04, -0.41], [0.28, 0.25, -0.03], [-0.57, -0.65, 0.44], [-0.54, -2.03, 1.32], [-0.50, -0.15, 0.06], [0.13, -0.45, -0.14], [0.00, -1.45, -0.33], [2.06, -2.00, 0.55]],
  "largest_force_ev_per_a": 5.9,
  "charge": 0,
  "relative_energy_kj_mol": 142.6,
  "e_lumo_ha": 0.01711,
  "e_homo_ev": -8.9
}



Record 7
{
  "formula": "C2H5F2NO",
  "method": "ωB97M-V with the def2-TZVPD basis set",
  "species": ["O", "C", "N", "C", "F", "F", "H", "H", "H", "H", "H"],
  "xyz": [[-0.980, 0.515, 1.676], [-0.854, 0.107, 0.317], [0.553, 0.036, -0.121], [0.631, -0.001, -1.580], [-0.180, 1.043, -2.114], [0.160, -1.102, -2.178], [-0.719, 1.508, 1.805], [-1.311, 0.765, -0.333], [-1.347, -0.889, 0.283], [0.997, 0.920, 0.058], [1.726, 0.181, -1.922]],
  "atomic_forces_ev_per_a": [[0.97, 2.36, -0.07], [0.52, -1.28, 1.90], [-0.20, -1.05, -1.91], [1.24, 1.45, 0.12], [0.89, -0.59, 0.05], [-0.02, -0.28, 0.63], [-0.74, -2.76, -0.65], [-1.60, 1.39, -1.07], [0.61, 0.61, -0.13], [0.27, 0.38, 0.59], [-1.93, -0.22, 0.54]],
  "largest_force_ev_per_a": 2.9,
  "charge": 0,
  "relative_energy_kj_mol": 33.5,
  "e_lumo_ha": 0.02560,
  "e_homo_ev": -10.4
}



Record 8
{
  "formula": "C2H5F3N2O",
  "method": "ωB97M-V with the def2-TZVPD basis set",
  "species": ["C", "C", "N", "N", "O", "F", "F", "F", "H", "H", "H", "H", "H"],
  "xyz": [[-2.320, 0.407, -0.219], [1.588, -0.124, 1.281], [1.851, -0.880, 0.195], [-1.030, 0.396, -2.044], [-2.150, 0.795, -1.423], [1.974, 1.118, 1.106], [0.200, -0.100, 1.515], [2.012, -0.648, 2.514], [-1.537, -0.164, 0.314], [2.203, -0.365, -0.688], [-3.386, 0.572, 0.069], [1.559, -1.883, 0.227], [-0.963, 0.877, -2.847]],
  "atomic_forces_ev_per_a": [[-1.47, -0.23, 0.58], [-2.08, -1.07, 1.40], [1.50, -0.61, -2.05], [0.60, -2.62, 4.01], [0.69, 0.01, -0.81], [0.44, 0.37, 0.46], [0.51, 0.42, 0.14], [0.29, 0.83, -1.67], [-0.67, 0.47, -0.53], [-1.13, -1.68, 2.25], [1.30, -0.16, 0.26], [0.52, 1.73, -0.43], [-0.51, 2.55, -3.61]],
  "largest_force_ev_per_a": 4.8,
  "charge": 0,
  "relative_energy_kj_mol": 26.1,
  "e_lumo_ha": [0.01630, 0.00744],
  "e_homo_ev": [-8.8, -8.0]
}